A gas-phase ion, C4H8NO2 (charge -1) at a distorted geometry. Source: OMol25; level of theory: ωB97M-V/def2-TZVPD.

Summary:
Relative energy (zero: lowest compared OMol25 entry of this formula, charge and spin): 13.3 kcal per mole
Orbital gap: 7.74 eV
Lowest unoccupied orbital energy: 0.14465 hartree
F_max: 1.39 eV/Å
E: -362.5030 Eh
SMILES: CC(C)NC(=O)[O-]

Structure (ORCA input):
```
! RIJCOSX wB97M-V def2-TZVPD def2/J DEFGRID3
* xyz -1 1
O 0.7361 0.3648 -2.3146
O -0.8470 1.3925 -1.0847
N 0.6327 -0.0523 -0.0821
C 0.8398 -1.0812 2.0934
C -1.4023 -0.7522 0.9106
C -0.0183 -0.1062 1.2285
C 0.1294 0.6346 -1.2717
H -2.0540 -0.9705 1.7710
H -1.0369 -1.7000 0.5041
H 1.6314 -0.0966 0.0541
H -0.0990 0.8071 1.8421
H 1.4201 -0.6578 2.9169
H 0.1500 -1.8068 2.5432
H 1.5213 -1.6547 1.4536
H -1.8994 -0.0617 0.2327
*
```